Molecular formula: C58H67BrIN2O2PRuSSe
Method: DFT, ωB97M-V/def2-TZVPD

```
! RIJCOSX wB97M-V def2-TZVPD def2/J DEFGRID3
* xyz 1 6
Ru -0.662 -0.012 -1.227
C -1.317 4.436 5.373
C -0.176 3.431 5.145
C 1.169 4.086 5.497
C -0.383 2.233 6.074
C -0.170 3.030 3.678
C -0.479 1.750 3.253
C -0.435 1.437 1.908
Se -0.737 -0.400 1.438
C 1.118 -0.803 1.777
C 1.522 -1.002 3.079
C 2.853 -1.292 3.345
C 3.734 -1.360 2.248
C 3.380 -1.153 0.938
C 1.988 -0.871 0.645
O 1.519 -0.737 -0.534
C 4.417 -1.249 -0.179
C 4.400 0.034 -1.024
C 5.836 -1.443 0.359
C 4.065 -2.474 -1.038
C 3.369 -1.572 4.745
C 2.288 -1.387 5.812
C 4.536 -0.625 5.064
C 3.861 -3.029 4.805
C -0.089 2.365 0.878
O -0.050 2.008 -0.354
C 0.161 3.724 1.332
C 0.127 3.978 2.683
C 0.367 4.873 0.346
C 0.749 6.181 1.043
C -0.984 5.090 -0.353
C 1.460 4.550 -0.685
H -1.342 4.747 6.419
H -2.279 3.984 5.124
H -1.188 5.326 4.755
H 1.202 4.319 6.563
H 1.323 5.014 4.946
H 1.993 3.409 5.266
H -0.341 2.569 7.111
H 0.400 1.485 5.932
H -1.356 1.764 5.918
H -0.764 0.975 3.952
H 0.789 -0.929 3.870
H 4.768 -1.591 2.463
H 4.686 0.893 -0.412
H 3.416 0.218 -1.443
H 5.113 -0.051 -1.847
H 6.136 -0.621 1.013
H 6.530 -1.468 -0.482
H 5.935 -2.387 0.898
H 3.055 -2.392 -1.423
H 4.132 -3.385 -0.438
H 4.752 -2.558 -1.883
H 1.919 -0.360 5.830
H 2.709 -1.611 6.792
H 1.449 -2.066 5.649
H 4.221 0.417 4.979
H 5.379 -0.780 4.391
H 4.884 -0.799 6.083
H 3.048 -3.716 4.564
H 4.217 -3.258 5.811
H 4.678 -3.206 4.105
H 0.333 4.987 3.010
H -0.049 6.536 1.697
H 0.914 6.948 0.286
H 1.670 6.077 1.620
H -1.773 5.261 0.383
H -1.234 4.208 -0.932
H -0.939 5.950 -1.025
H 2.425 4.427 -0.189
H 1.545 5.365 -1.407
H 1.234 3.639 -1.227
Br -1.701 3.563 -3.088
C -3.495 3.848 -2.574
C -4.190 4.811 -3.296
C -5.486 5.154 -2.958
C -6.082 4.580 -1.847
C -5.396 3.626 -1.116
C -4.123 3.219 -1.499
I -3.332 1.603 -0.354
H -3.694 5.295 -4.126
H -6.023 5.876 -3.558
H -7.084 4.859 -1.552
H -5.851 3.186 -0.239
C -5.639 -3.472 -2.167
C -5.309 -2.083 -2.593
C -6.226 -1.099 -2.823
C -5.761 0.166 -3.234
N -4.471 0.413 -3.394
C -3.576 -0.553 -3.193
S -1.931 -0.308 -3.521
N -4.000 -1.787 -2.778
C -6.714 1.282 -3.488
H -6.673 -3.540 -1.839
H -4.981 -3.790 -1.357
H -5.487 -4.161 -2.999
H -7.282 -1.290 -2.700
H -3.296 -2.512 -2.658
H -7.614 0.915 -3.980
H -6.244 2.051 -4.097
H -7.000 1.735 -2.535
C 1.765 -5.810 0.501
C 1.297 -4.637 1.071
C 0.708 -3.669 0.272
C 0.620 -3.830 -1.106
C 1.049 -5.038 -1.663
C 1.622 -6.014 -0.865
P -0.100 -2.468 -2.111
C 1.226 -1.939 -3.282
C 1.447 -0.583 -3.516
C 2.435 -0.157 -4.389
C 3.220 -1.086 -5.052
C 3.006 -2.439 -4.839
C 2.019 -2.861 -3.963
C -1.111 -3.524 -3.231
C -1.146 -3.350 -4.614
C -1.923 -4.183 -5.405
C -2.685 -5.192 -4.831
C -2.681 -5.356 -3.454
C -1.911 -4.519 -2.659
H 2.216 -6.573 1.122
H 1.375 -4.478 2.139
H 0.293 -2.786 0.730
H 0.905 -5.238 -2.716
H 1.959 -6.939 -1.314
H 0.854 0.179 -3.014
H 2.597 0.901 -4.545
H 3.991 -0.756 -5.736
H 3.612 -3.173 -5.354
H 1.880 -3.920 -3.813
H -0.555 -2.569 -5.072
H -1.918 -4.051 -6.479
H -3.270 -5.857 -5.453
H -3.267 -6.146 -3.002
H -1.895 -4.663 -1.583
*
```

The expectation value of S² is 8.7939. The calculation puts the total energy at -8617.6734 Ha. Its largest force on an atom is 1.55 eV/A. The calculation puts the gap between HOMO and LUMO (spin up / spin down) at 6.5 / 4.3 eV.

Here are the Mulliken charges for atoms 1 to 8, given in e: number 1, Ru, carries 0.083; number 2, C, carries -1.677; number 3, C, carries 2.052; number 4, C, carries -1.627; number 5, C, carries -1.822; number 6, C, carries -0.882; number 7, C, carries 0.033; number 8, C, carries -0.548